{
  "formula": "C49H39BClF2O5P2SSbV",
  "method": "ωB97M-V/def2-TZVPD",
  "species": ["V", "C", "C", "P", "C", "C", "C", "C", "C", "C", "C", "C", "C", "C", "C", "C", "P", "C", "C", "C", "C", "C", "C", "C", "C", "C", "C", "C", "C", "H", "H", "H", "H", "H", "H", "H", "H", "H", "H", "H", "H", "H", "H", "H", "H", "H", "H", "H", "H", "H", "H", "H", "H", "O", "C", "C", "O", "C", "C", "O", "C", "O", "O", "S", "Sb", "C", "C", "C", "C", "C", "C", "C", "C", "C", "C", "C", "C", "C", "C", "C", "C", "C", "C", "H", "H", "H", "H", "H", "H", "H", "H", "H", "H", "H", "H", "H", "H", "H", "Cl", "F", "B", "F"],
  "xyz": [[0.1957, -1.2448, 0.2590], [1.3159, 0.2793, 3.1574], [0.3825, -0.8065, 3.6985], [-0.7600, -1.4632, 2.3616], [-1.0133, -3.2034, 2.9157], [-1.3769, -4.0863, 1.8951], [-1.5001, -5.4443, 2.1385], [-1.2646, -5.9433, 3.4130], [-0.9310, -5.0744, 4.4403], [-0.8068, -3.7138, 4.1960], [-2.3988, -0.7905, 2.9047], [-3.3240, -0.3993, 1.9394], [-4.5633, 0.0986, 2.3153], [-4.9013, 0.2084, 3.6556], [-3.9974, -0.2081, 4.6224], [-2.7613, -0.7139, 4.2484], [1.9264, -0.3612, 1.5220], [3.2965, -1.3674, 2.2356], [4.4330, -0.7474, 2.7615], [5.4341, -1.4971, 3.3533], [5.3258, -2.8811, 3.4168], [4.1980, -3.5038, 2.9092], [3.1798, -2.7511, 2.3381], [2.8743, 1.0029, 0.7638], [2.4416, 2.3277, 0.7893], [3.1272, 3.2980, 0.0741], [4.2352, 2.9599, -0.6866], [4.6567, 1.6391, -0.7438], [3.9795, 0.6702, -0.0233], [2.1619, 0.4321, 3.8324], [0.7866, 1.2198, 3.0320], [-0.1719, -0.4343, 4.5611], [0.9917, -1.6662, 3.9946], [-1.5376, -3.6884, 0.8995], [-1.7503, -6.1213, 1.3313], [-1.3262, -7.0085, 3.6008], [-0.7500, -5.4622, 5.4367], [-0.5385, -3.0488, 5.0089], [-3.0686, -0.4638, 0.8910], [-5.2649, 0.4095, 1.5517], [-5.8667, 0.6048, 3.9488], [-4.2517, -0.1281, 5.6734], [-2.0817, -1.0585, 5.0179], [4.5315, 0.3296, 2.6992], [6.3096, -1.0027, 3.7585], [6.1230, -3.4656, 3.8605], [4.1109, -4.5821, 2.9328], [2.3017, -3.2456, 1.9449], [1.5573, 2.6016, 1.3469], [2.7836, 4.3257, 0.0939], [4.7517, 3.7253, -1.2532], [5.4986, 1.3601, -1.3641], [4.2985, -0.3638, -0.0753], [5.1866, -3.1284, -2.4961], [4.1155, -2.8003, -2.0294], [3.3165, -1.5859, -2.4180], [3.5952, -0.7667, -3.2778], [2.1700, -1.5897, -1.5163], [2.1811, -2.7429, -0.6926], [1.1975, -2.9011, 0.1274], [3.3822, -3.5279, -0.9314], [3.7695, -4.5323, -0.3489], [1.2200, -0.7625, -1.3588], [-1.8419, -1.7689, -1.0271], [-0.8583, 1.3523, -2.1902], [-1.5842, 1.4822, -4.2649], [-1.8204, 0.2845, -4.9371], [-2.2948, 0.2752, -6.2427], [-2.5391, 1.4741, -6.8959], [-2.3140, 2.6757, -6.2384], [-1.8416, 2.6764, -4.9327], [-2.8968, 1.8747, -1.5691], [-3.9805, 1.2854, -2.2148], [-5.2828, 1.5632, -1.8225], [-5.5236, 2.4309, -0.7663], [-4.4504, 2.9865, -0.0847], [-3.1493, 2.7005, -0.4753], [-0.0598, 3.3913, -2.3713], [1.2179, 3.4493, -2.9244], [1.8645, 4.6621, -3.1131], [1.2413, 5.8452, -2.7387], [-0.0255, 5.8019, -2.1744], [-0.6714, 4.5836, -1.9988], [-1.6387, -0.6559, -4.4297], [-2.4723, -0.6669, -6.7486], [-2.9072, 1.4722, -7.9159], [-2.5141, 3.6161, -6.7412], [-1.6699, 3.6174, -4.4230], [-3.8027, 0.5912, -3.0275], [-6.1139, 1.1066, -2.3482], [-6.5374, 2.6743, -0.4681], [-4.6361, 3.6395, 0.7612], [-2.3171, 3.1057, 0.0858], [1.7197, 2.5269, -3.2037], [2.8592, 4.6875, -3.5428], [1.7446, 6.7943, -2.8841], [-0.5147, 6.7219, -1.8716], [-1.6639, 4.5606, -1.5640], [-0.6135, 1.0131, 0.8935], [-1.9153, -2.8948, -3.5225], [-1.2323, -2.7138, -2.3590], [-0.0993, -3.4360, -2.3613]],
  "forces_ev_per_angstrom": [[-1.6, 0.1, 1.3], [0.0, 0.0, 0.0], [-0.2, 0.1, -0.1], [-0.3, -0.6, 1.0], [0.1, -0.2, -0.1], [0.0, 0.1, 0.0], [0.0, -0.1, 0.1], [0.0, 0.0, -0.1], [0.0, 0.0, 0.1], [0.0, 0.1, -0.1], [0.0, -0.1, 0.0], [0.0, 0.1, 0.1], [-0.1, 0.0, 0.0], [0.0, 0.0, 0.0], [0.0, 0.0, 0.1], [-0.1, 0.0, -0.1], [1.0, 0.6, 1.1], [0.0, -0.1, -0.1], [0.0, -0.1, 0.0], [0.1, 0.1, 0.0], [0.0, 0.0, 0.0], [0.1, 0.0, 0.1], [0.0, 0.0, 0.0], [0.1, 0.1, -0.1], [0.1, 0.0, 0.1], [0.0, 0.1, 0.0], [0.0, 0.0, 0.0], [0.0, 0.0, 0.0], [-0.1, 0.1, 0.1], [0.0, 0.0, 0.0], [0.0, 0.0, -0.1], [0.1, -0.1, 0.1], [-0.1, 0.0, 0.1], [0.0, -0.1, 0.0], [0.0, 0.0, 0.0], [0.0, 0.0, 0.0], [0.0, 0.0, 0.0], [0.1, 0.0, 0.0], [0.0, 0.0, 0.0], [0.0, 0.0, 0.0], [0.0, 0.0, 0.0], [0.0, 0.0, 0.0], [0.0, 0.0, 0.0], [0.0, 0.0, 0.0], [0.0, 0.0, 0.0], [0.0, 0.0, 0.0], [0.0, 0.0, 0.0], [0.0, 0.0, -0.1], [0.0, 0.0, 0.0], [0.0, 0.0, 0.0], [0.0, 0.0, 0.0], [0.0, 0.0, 0.0], [0.1, 0.0, 0.0], [-0.1, 0.1, 0.0], [0.5, -0.3, -0.1], [-0.3, 0.6, -0.3], [0.1, -0.2, 0.1], [-0.4, -0.4, 0.2], [0.5, 0.3, -0.9], [0.2, -0.8, 0.4], [-0.4, -0.2, 0.6], [0.0, 0.0, -0.1], [1.1, 0.3, -1.9], [-0.5, 0.1, -0.1], [-0.6, 0.5, -0.6], [0.2, -0.1, 0.1], [0.1, 0.0, 0.0], [0.0, 0.0, 0.0], [-0.1, 0.0, -0.1], [0.0, 0.1, 0.0], [0.0, 0.0, 0.0], [0.4, 0.0, 0.2], [0.0, 0.0, 0.0], [-0.1, 0.0, 0.0], [0.0, 0.0, 0.0], [-0.1, 0.1, 0.1], [0.0, 0.0, -0.1], [-0.1, -0.3, 0.1], [0.1, -0.1, 0.0], [0.0, 0.1, 0.0], [0.0, 0.0, 0.0], [0.0, 0.1, 0.0], [0.0, 0.0, 0.1], [0.0, -0.1, -0.1], [0.0, 0.0, 0.0], [0.0, 0.0, 0.0], [0.0, 0.0, 0.0], [0.0, 0.0, 0.0], [-0.1, 0.0, 0.0], [0.0, 0.0, 0.0], [0.0, -0.1, 0.0], [0.1, 0.0, 0.0], [0.0, 0.0, 0.1], [0.1, 0.0, 0.0], [0.0, 0.0, 0.0], [0.0, 0.0, 0.0], [0.0, 0.0, 0.0], [0.0, 0.1, 0.0], [0.0, 0.5, -0.3], [-0.1, 0.1, 0.0], [0.1, -0.5, -0.5], [0.1, 0.0, 0.0]],
  "homo_lumo_gap_ha": [0.211, 0.189],
  "total_energy_ev": -141963.361,
  "spin_multiplicity": 2,
  "fmax_ev_per_a": 2.2,
  "charge": -2
}

{
  "formula": "C49H39N4OP2S3Tc",
  "method": "ωB97M-V/def2-TZVPD",
  "species": ["Tc", "N", "C", "S", "N", "N", "C", "C", "C", "C", "C", "C", "C", "C", "C", "C", "C", "C", "N", "H", "H", "H", "H", "H", "H", "H", "H", "H", "H", "H", "O", "S", "C", "C", "C", "C", "C", "C", "P", "C", "C", "C", "C", "C", "C", "C", "C", "C", "C", "C", "C", "C", "C", "C", "C", "C", "C", "P", "C", "C", "C", "C", "C", "C", "C", "C", "C", "C", "C", "C", "H", "H", "H", "H", "H", "H", "H", "H", "H", "H", "H", "H", "H", "H", "H", "H", "H", "H", "H", "H", "H", "H", "H", "H", "H", "H", "H", "H", "S"],
  "xyz": [[0.4887, -0.6341, 0.3112], [3.1617, -1.4012, 3.8236], [2.3691, -0.8998, 2.8523], [2.1440, -2.0575, 1.4234], [1.7433, 0.2082, 2.8925], [0.8664, 0.5423, 1.9470], [0.2685, 1.7623, 2.0225], [0.7810, 2.8063, 2.9083], [1.1969, 4.0116, 2.3400], [1.7893, 4.9796, 3.1272], [1.9624, 4.7660, 4.4854], [1.5467, 3.5733, 5.0540], [0.9683, 2.5933, 4.2700], [-0.7482, 1.9563, 1.0830], [-1.6421, 3.0592, 1.0910], [-2.6090, 3.1580, 0.1361], [-2.6925, 2.1622, -0.8597], [-1.8213, 1.1023, -0.8095], [-0.8811, 0.9530, 0.1309], [3.8690, -2.0568, 3.5167], [3.4183, -0.7874, 4.5795], [1.0824, 4.1632, 1.2767], [2.1290, 5.9010, 2.6809], [2.4229, 5.5258, 5.0983], [1.6790, 3.4093, 6.1121], [0.6445, 1.6614, 4.7033], [-1.5367, 3.7970, 1.8713], [-3.3075, 3.9789, 0.1382], [-3.4350, 2.2116, -1.6375], [-1.8610, 0.3316, -1.5704], [1.8424, -2.7620, -1.7335], [0.5452, -2.2446, -1.3363], [-0.4243, -3.7125, -0.9125], [-0.1929, -4.9256, -1.5330], [-0.7201, -6.0789, -0.9719], [-1.4536, -6.0071, 0.2020], [-1.6901, -4.7878, 0.8185], [-1.1665, -3.6247, 0.2672], [-1.4140, -1.9428, 0.9415], [-2.9597, -1.4767, 0.0767], [-3.7535, -0.4767, 0.6360], [-4.9163, -0.0730, 0.0089], [-5.2857, -0.6377, -1.2005], [-4.4903, -1.6137, -1.7743], [-3.3347, -2.0366, -1.1401], [-2.0795, -2.0820, 2.6258], [-3.3627, -2.5760, 2.8578], [-3.9260, -2.4565, 4.1131], [-3.2212, -1.8416, 5.1368], [-1.9379, -1.3710, 4.9167], [-1.3651, -1.4909, 3.6629], [-0.0744, -1.4335, -2.8303], [-0.9611, -1.9402, -3.7547], [-1.2842, -1.1764, -4.8694], [-0.7009, 0.0665, -5.0472], [0.1868, 0.5742, -4.1084], [0.5053, -0.1678, -2.9789], [1.5870, 0.4484, -1.6138], [1.7298, 2.2350, -2.0303], [0.7090, 3.1061, -1.6610], [0.7751, 4.4537, -1.9600], [1.8608, 4.9603, -2.6524], [2.8830, 4.1055, -3.0298], [2.8254, 2.7567, -2.7178], [3.2684, -0.0881, -2.0449], [4.2530, 0.2437, -1.1138], [5.5893, 0.1389, -1.4553], [5.9437, -0.2977, -2.7220], [4.9652, -0.6981, -3.6196], [3.6247, -0.5991, -3.2882], [0.4155, -4.9572, -2.4248], [-0.5309, -7.0339, -1.4360], [-1.8407, -6.9109, 0.6465], [-2.2607, -4.7470, 1.7339], [-3.4512, -0.0125, 1.5632], [-5.5331, 0.6873, 0.4625], [-6.1890, -0.3128, -1.6937], [-4.7695, -2.0503, -2.7204], [-2.7309, -2.8083, -1.5955], [-3.9251, -3.0250, 2.0511], [-4.9292, -2.8146, 4.2835], [-3.6826, -1.7176, 6.1033], [-1.3937, -0.8826, 5.7106], [-0.3702, -1.1121, 3.4770], [-1.3924, -2.9213, -3.6226], [-1.9926, -1.5514, -5.5912], [-0.9329, 0.6440, -5.9269], [0.6311, 1.5483, -4.2499], [-0.1524, 2.7387, -1.1438], [-0.0260, 5.1046, -1.6446], [1.9067, 6.0081, -2.9085], [3.7386, 4.4904, -3.5662], [3.6355, 2.1127, -3.0237], [3.9631, 0.6041, -0.1331], [6.3500, 0.4066, -0.7381], [6.9855, -0.3301, -3.0081], [5.2525, -1.0766, -4.5886], [2.8664, -0.9124, -3.9927], [3.9820, -2.4154, 0.8145]],
  "forces_ev_per_angstrom": [[0.9, -1.3, 0.9], [-0.3, 0.8, -0.3], [0.0, -1.7, -1.3], [-0.9, 1.0, 0.3], [0.5, 1.3, 2.1], [-1.6, 1.8, -1.0], [2.6, -2.4, 1.1], [0.0, 0.3, 0.3], [-0.1, -0.2, 0.0], [0.1, 0.2, 0.0], [0.0, 0.0, -0.1], [0.0, 0.0, 0.1], [-0.2, 0.0, 0.0], [-1.9, -0.2, -1.9], [1.0, -0.7, 0.5], [-0.4, -0.6, -1.0], [0.1, 0.7, 0.7], [-0.1, -0.1, -0.4], [-0.1, 1.1, 0.4], [-0.1, -0.1, -0.1], [0.0, 0.1, 0.0], [0.0, 0.1, -0.1], [0.0, 0.1, -0.1], [0.0, 0.1, 0.0], [0.0, 0.0, 0.1], [0.0, -0.1, 0.1], [0.0, 0.1, 0.0], [-0.1, 0.1, 0.0], [-0.1, 0.0, -0.1], [0.0, 0.0, 0.1], [0.7, -0.4, -0.2], [-0.8, 0.3, -0.4], [-0.1, 0.6, 0.5], [0.0, 0.1, -0.3], [0.0, 0.1, -0.1], [-0.1, 0.0, 0.0], [0.0, 0.1, -0.1], [0.1, 0.1, 0.0], [-0.5, -0.4, -0.2], [0.1, 0.1, 0.0], [0.0, -0.2, 0.0], [-0.1, 0.0, 0.1], [0.0, 0.0, 0.0], [0.0, 0.0, -0.1], [0.1, 0.0, 0.1], [0.3, 0.1, -0.1], [0.1, -0.1, 0.0], [-0.1, -0.1, 0.0], [0.1, 0.0, 0.0], [0.0, 0.0, 0.1], [0.0, -0.1, -0.2], [-0.1, 0.0, 0.3], [0.1, -0.2, 0.0], [0.0, 0.1, 0.1], [-0.1, -0.1, -0.1], [0.2, -0.1, 0.2], [-0.1, 0.0, 0.0], [0.4, -0.1, -0.5], [-0.1, 0.0, 0.3], [0.1, 0.0, 0.0], [0.0, 0.1, 0.0], [0.0, 0.0, -0.1], [0.0, 0.1, 0.0], [0.0, -0.2, 0.0], [0.0, 0.1, 0.3], [-0.3, 0.0, -0.2], [0.0, 0.1, 0.0], [0.0, 0.0, 0.1], [0.0, 0.0, -0.1], [-0.1, 0.0, 0.2], [0.1, -0.1, 0.0], [0.0, -0.1, -0.1], [0.0, -0.1, 0.1], [0.0, 0.0, 0.1], [0.0, 0.1, 0.2], [-0.1, 0.1, 0.0], [-0.1, 0.0, 0.0], [-0.1, -0.1, -0.1], [0.0, -0.1, 0.0], [-0.1, 0.0, 0.0], [-0.1, -0.1, 0.1], [0.0, 0.0, 0.1], [0.1, 0.0, 0.1], [0.1, 0.1, 0.0], [-0.1, -0.1, 0.0], [0.0, -0.1, -0.1], [-0.1, 0.1, -0.1], [0.0, 0.1, 0.0], [-0.1, 0.0, 0.1], [-0.1, 0.1, 0.0], [0.0, 0.1, 0.0], [0.0, 0.0, 0.0], [0.1, 0.0, 0.0], [0.1, 0.0, 0.0], [0.1, 0.0, 0.1], [0.0, -0.1, 0.0], [0.0, 0.0, -0.1], [0.0, 0.0, 0.0], [0.8, -0.4, -0.1]],
  "homo_lumo_gap_ha": [0.199, 0.193],
  "total_energy_ev": -112731.567,
  "spin_multiplicity": 2,
  "fmax_ev_per_a": 3.7,
  "charge": 1
}